(1)
Molecular formula: C25H22F4N4O4RuSSe
Method: DFT, ωB97M-V with the def2-TZVPD basis set

* relative energy (zero: lowest compared OMol25 entry of this formula, charge and spin): 54.2 kcal per mole
* ⟨S²⟩: 0.78
* total charge: -1
* Kohn-Sham gap (spin up / spin down): 6.235 / 6.304 eV
* total energy: -130065.37823 eV
* multiplicity: 2

Last column: Löwdin charge in e.
Cartesian coordinates (Å):
Ru1 -1.613 -0.336 -0.225  1.11
C1 -2.298 -1.992 2.499  -0.13
N1 -2.063 -0.606 2.115  -0.34
C2 -0.766 -0.161 2.620  -0.10
C3 -3.144 0.285 2.564  -0.17
C4 -3.772 1.043 1.378  -0.23
N2 -2.729 1.411 0.454  -0.09
C5 -2.881 2.434 -0.389  -0.20
C6 -1.725 2.884 -1.085  -0.17
F1 -0.555 2.262 -0.780  0.03
C7 -1.741 3.901 -2.008  -0.22
F2 -0.601 4.275 -2.625  0.07
C8 -2.911 4.600 -2.282  0.05
C9 -4.047 4.220 -1.589  -0.22
F3 -5.184 4.926 -1.777  0.07
C10 -4.055 3.179 -0.681  -0.15
F4 -5.230 2.899 -0.066  0.06
H1 -3.284 -2.316 2.162  0.05
H2 -2.232 -2.119 3.590  0.09
H3 -1.549 -2.622 2.019  0.08
H4 -0.745 -0.191 3.721  0.09
H5 -0.564 0.857 2.277  0.09
H6 0.020 -0.816 2.240  0.07
H7 -2.737 1.004 3.285  0.12
H8 -3.931 -0.291 3.061  0.12
H9 -4.517 0.398 0.885  0.09
H10 -4.294 1.928 1.764  0.12
H11 -2.941 5.397 -3.002  0.12
O1 0.993 0.024 -0.212  -0.09
C11 1.881 -1.073 -0.234  -0.32
C12 0.969 -2.417 -0.247  -0.61
O2 1.513 -3.486 -0.435  0.05
O3 -0.233 -2.189 0.007  -0.14
C13 2.713 -1.090 1.032  -0.12
C14 2.881 0.085 1.758  -0.02
C15 3.716 0.126 2.859  -0.09
C16 4.402 -1.007 3.259  -0.11
C17 4.211 -2.191 2.568  -0.08
C18 3.367 -2.236 1.474  -0.02
C19 2.785 -1.034 -1.451  -0.14
C20 2.770 0.065 -2.306  -0.05
C21 3.527 0.076 -3.461  -0.09
C22 4.333 -1.001 -3.779  -0.10
C23 4.386 -2.080 -2.916  -0.08
C24 3.623 -2.098 -1.763  -0.02
H12 0.741 0.181 -1.141  0.04
H13 2.359 0.973 1.439  0.11
H14 3.842 1.054 3.400  0.10
H15 5.081 -0.966 4.099  0.09
H16 4.726 -3.088 2.884  0.10
H17 3.210 -3.175 0.969  0.10
H18 2.168 0.935 -2.086  0.12
H19 3.462 0.930 -4.121  0.10
H20 4.913 -0.994 -4.690  0.09
H21 5.008 -2.932 -3.152  0.10
H22 3.657 -2.962 -1.126  0.10
Se1 -3.603 -2.051 -0.717  0.65
C25 -4.338 -0.689 -1.630  -0.91
N3 -4.892 0.141 -2.208  0.06
O4 0.445 -1.169 -3.112  -0.48
S1 -1.030 -1.173 -2.945  0.81
N4 -1.494 0.059 -2.140  -0.54

---

(2)
Molecular formula: C25H22HoNO4S
Method: DFT, ωB97M-V with the def2-TZVPD basis set

* ⟨S²⟩: 6.00
* Kohn-Sham gap (spin up / spin down): 7.325 / 7.378 eV
* total energy: -72593.23631 eV
* multiplicity: 5

Last column: Löwdin charge in e.
Cartesian coordinates (Å):
C1 1.135 -1.763 1.312  -0.22
C2 0.020 -2.480 0.787  -0.20
C3 0.106 -2.474 -0.656  -0.18
H1 -0.752 -2.978 1.369  0.10
C4 1.285 -1.768 -1.005  -0.20
C5 1.933 -1.329 0.190  -0.20
H2 2.907 -0.854 0.237  0.11
H3 1.393 -1.608 2.355  0.12
H4 -0.569 -2.964 -1.356  0.10
H5 1.706 -1.687 -1.992  0.09
C6 -0.177 2.644 -0.067  -0.16
C7 0.215 2.280 1.264  -0.20
C8 1.448 1.543 1.189  -0.21
H6 -0.311 2.500 2.176  0.07
C9 1.828 1.485 -0.204  -0.21
C10 0.820 2.139 -0.973  -0.20
H7 0.900 2.363 -2.021  0.09
H8 -1.046 3.236 -0.359  0.10
H9 1.998 1.119 2.033  0.12
H10 2.772 1.150 -0.597  0.10
Ho1 -0.162 0.002 0.240  1.61
O1 0.034 0.221 -2.486  -0.19
C11 -0.947 -0.313 -3.300  -0.24
C12 0.315 -0.622 -4.033  0.01
H11 -1.426 -1.237 -2.964  0.11
H12 -1.622 0.437 -3.725  0.13
H13 0.909 -1.549 -3.841  0.14
H14 1.578 -1.662 -6.082  0.11
C13 1.265 -0.640 -6.302  -0.03
C14 0.618 0.081 -5.254  -0.20
C15 0.193 1.415 -5.534  -0.02
H15 -0.284 1.995 -4.737  0.11
C16 0.291 1.960 -6.817  -0.07
H16 -0.128 2.949 -7.043  0.11
C17 0.891 1.192 -7.845  -0.07
H17 0.990 1.616 -8.853  0.11
C18 1.382 -0.108 -7.588  -0.07
H18 1.812 -0.719 -8.398  0.11
O2 -1.835 2.842 5.940  -0.29
S1 -0.822 1.870 5.644  0.65
O3 0.439 2.007 6.306  -0.29
N1 -0.696 1.550 3.992  -0.04
C19 -0.911 0.286 3.623  -0.42
O4 -0.676 -0.169 2.434  -0.19
C20 -1.451 -0.521 4.764  -0.12
C21 -1.904 -1.848 4.897  -0.01
C22 -2.168 -2.381 6.169  -0.07
C23 -2.031 -1.618 7.342  -0.06
C24 -1.632 -0.280 7.190  -0.04
C25 -1.415 0.227 5.927  -0.24
H19 -2.027 -2.418 3.990  0.10
H20 -2.475 -3.424 6.268  0.10
H21 -2.241 -2.047 8.324  0.11
H22 -1.475 0.352 8.069  0.13

---

(3)
Molecular formula: C25H22I2N7OSeSn
Method: DFT, ωB97M-V with the def2-TZVPD basis set

* relative energy (zero: lowest compared OMol25 entry of this formula, charge and spin): 0.0 kcal per mole
* total charge: +1
* Kohn-Sham gap: 6.273 eV
* total energy: -126135.49421 eV

Last column: Löwdin charge in e.
Cartesian coordinates (Å):
Sn1 -1.150 -0.954 0.283  1.45
N1 -0.176 -3.364 -0.513  -0.08
C1 -0.514 -4.207 -1.667  -0.25
C2 0.017 -3.622 -2.980  -0.19
C3 -0.988 -2.809 -3.798  -0.20
C4 -1.321 -1.422 -3.246  -0.29
N2 -2.400 -1.424 -2.247  -0.09
H1 0.841 -3.286 -0.474  0.06
H2 -0.447 -3.865 0.333  0.08
H3 -1.601 -4.309 -1.707  0.11
H4 -0.083 -5.209 -1.535  0.12
H5 0.357 -4.447 -3.608  0.11
H6 0.889 -2.999 -2.765  0.11
H7 -1.909 -3.386 -3.911  0.11
H8 -0.569 -2.673 -4.798  0.11
H9 -1.583 -0.778 -4.092  0.11
H10 -0.428 -0.997 -2.770  0.08
H11 -3.020 -2.211 -2.417  0.07
H12 -2.978 -0.600 -2.387  0.07
Se1 5.608 3.151 -2.048  1.19
N3 5.340 1.747 -1.035  -0.24
C5 4.044 1.533 -0.912  -0.33
C6 3.451 0.455 -0.167  -0.07
C7 4.206 -0.471 0.562  0.04
C8 3.548 -1.457 1.264  0.00
C9 2.157 -1.524 1.182  -0.13
N4 1.437 -0.685 0.462  0.04
C10 2.047 0.314 -0.184  -0.14
C11 1.215 1.283 -0.870  -0.14
N5 -0.110 1.133 -0.798  0.01
C12 -0.896 2.030 -1.359  -0.13
C13 -0.420 3.151 -2.027  -0.01
C14 0.944 3.318 -2.140  0.04
C15 1.790 2.371 -1.557  -0.07
C16 3.222 2.472 -1.611  -0.33
N6 3.888 3.405 -2.266  -0.24
H13 5.281 -0.381 0.570  0.13
H14 4.087 -2.173 1.862  0.12
H15 1.598 -2.270 1.731  0.10
H16 -1.956 1.841 -1.263  0.09
H17 -1.108 3.873 -2.434  0.12
H18 1.380 4.161 -2.653  0.13
I1 0.614 -1.795 5.101  0.92
C17 -0.541 -0.117 4.576  -0.61
C18 -0.780 0.924 5.466  -0.21
C19 -1.548 1.996 5.081  -0.64
I2 -1.836 3.591 6.441  0.91
C20 -2.136 2.038 3.798  -0.21
C21 -3.026 3.029 3.347  -0.03
C22 -3.592 2.929 2.102  -0.03
C23 -3.224 1.861 1.278  -0.14
N7 -2.363 0.937 1.643  0.01
C24 -1.850 0.978 2.890  -0.16
C25 -1.028 -0.123 3.278  -0.47
O1 -0.759 -1.100 2.469  -0.38
H19 -0.364 0.877 6.461  0.09
H20 -3.275 3.853 3.999  0.06
H21 -4.312 3.660 1.763  0.11
H22 -3.667 1.748 0.296  0.10

---

(4)
Molecular formula: C25H22N5O4PtS2
Method: DFT, ωB97M-V with the def2-TZVPD basis set

* relative energy (zero: lowest compared OMol25 entry of this formula, charge and spin): 0.0 kcal per mole
* total charge: -1
* Kohn-Sham gap: 7.093 eV
* total energy: -66841.67625 eV

Last column: Löwdin charge in e.
Cartesian coordinates (Å):
Pt1 -0.821 -0.808 0.042  1.17
O1 -0.173 0.035 1.754  -0.22
C1 -0.473 1.241 2.112  -0.36
C2 0.464 1.993 2.867  -0.01
C3 0.161 3.248 3.331  -0.12
C4 -1.083 3.843 3.068  -0.12
C5 -2.012 3.125 2.349  -0.07
C6 -1.735 1.841 1.859  -0.15
C7 -2.820 1.086 1.274  -0.10
N1 -2.758 -0.029 0.645  -0.08
C8 -4.054 -0.659 0.330  -0.20
C9 -4.030 -2.145 0.707  -0.22
N2 -2.950 -2.669 -0.063  -0.02
C10 -2.734 -3.857 -0.422  -0.12
C11 -1.633 -4.109 -1.336  -0.16
C12 -1.324 -5.427 -1.692  -0.08
C13 -0.352 -5.724 -2.621  -0.13
C14 0.322 -4.664 -3.239  -0.10
C15 0.034 -3.357 -2.921  -0.02
C16 -0.939 -3.017 -1.946  -0.36
O2 -1.162 -1.744 -1.740  -0.26
H1 1.426 1.534 3.055  0.12
H2 0.902 3.789 3.909  0.10
H3 -1.319 4.831 3.443  0.09
H4 -2.995 3.547 2.163  0.11
H5 -3.811 1.513 1.453  0.12
H6 -4.224 -0.587 -0.746  0.12
H7 -4.857 -0.135 0.856  0.10
H8 -5.000 -2.610 0.483  0.11
H9 -3.840 -2.246 1.781  0.12
H10 -3.364 -4.712 -0.119  0.12
H11 -1.882 -6.228 -1.214  0.10
H12 -0.122 -6.751 -2.876  0.08
H13 1.086 -4.874 -3.979  0.10
H14 0.551 -2.530 -3.393  0.11
N3 2.489 5.240 1.584  0.09
C17 2.494 4.247 0.589  -0.33
C18 1.307 3.929 -0.076  -0.04
C19 1.305 2.983 -1.080  -0.05
C20 2.489 2.347 -1.442  -0.28
C21 3.667 2.649 -0.786  -0.06
C22 3.671 3.603 0.225  -0.04
S1 2.420 1.089 -2.691  0.54
O3 3.777 0.601 -2.864  -0.39
O4 1.763 1.667 -3.833  -0.32
N4 1.441 0.018 -2.049  -0.12
C23 1.870 -0.863 -1.159  -0.68
S2 3.502 -1.519 -1.003  1.04
C24 2.994 -2.525 0.311  -0.42
C25 1.690 -2.339 0.566  -0.25
N5 1.062 -1.420 -0.246  -0.17
H15 1.605 5.290 2.069  0.06
H16 3.247 5.140 2.243  0.08
H17 0.385 4.416 0.219  0.11
H18 0.386 2.713 -1.586  0.12
H19 4.574 2.134 -1.073  0.11
H20 4.595 3.845 0.741  0.10
H21 3.681 -3.175 0.826  0.05
H22 1.108 -2.813 1.340  0.11

---

(5)
Molecular formula: C25H22N5O4PtS2
Method: DFT, ωB97M-V with the def2-TZVPD basis set

* relative energy (zero: lowest compared OMol25 entry of this formula, charge and spin): 3.7 kcal per mole
* total charge: -1
* Kohn-Sham gap: 6.314 eV
* total energy: -66841.51633 eV

Last column: Löwdin charge in e.
Cartesian coordinates (Å):
Pt1 -1.446 -0.152 -1.847  1.20
O1 -3.510 -0.230 -2.157  -0.21
C1 -4.230 -1.256 -1.847  -0.36
C2 -5.634 -1.097 -1.886  -0.03
C3 -6.505 -2.110 -1.562  -0.10
C4 -6.006 -3.333 -1.110  -0.13
C5 -4.647 -3.528 -1.047  -0.06
C6 -3.720 -2.545 -1.450  -0.15
C7 -2.341 -2.871 -1.398  -0.08
N1 -1.359 -2.167 -1.914  -0.13
C8 -0.001 -2.636 -1.707  -0.21
C9 1.039 -1.583 -2.134  -0.20
N2 0.555 -0.235 -1.938  -0.15
C10 1.280 0.664 -1.340  -0.09
C11 0.909 2.018 -1.120  -0.14
C12 1.847 2.843 -0.471  -0.05
C13 1.623 4.176 -0.246  -0.13
C14 0.423 4.751 -0.666  -0.10
C15 -0.537 3.971 -1.262  -0.03
C16 -0.356 2.588 -1.506  -0.37
O2 -1.322 1.952 -2.073  -0.19
H1 -5.999 -0.130 -2.198  0.11
H2 -7.573 -1.955 -1.642  0.10
H3 -6.685 -4.118 -0.810  0.09
H4 -4.261 -4.478 -0.696  0.10
H5 -2.091 -3.804 -0.889  0.14
H6 0.166 -3.548 -2.296  0.12
H7 0.166 -2.874 -0.650  0.09
H8 1.255 -1.698 -3.206  0.12
H9 1.951 -1.766 -1.553  0.10
H10 2.266 0.380 -0.964  0.11
H11 2.773 2.387 -0.143  0.09
H12 2.367 4.778 0.256  0.08
H13 0.245 5.807 -0.510  0.09
H14 -1.480 4.394 -1.575  0.11
N3 5.637 2.560 2.476  0.09
C17 4.765 1.493 2.313  -0.33
C18 4.744 0.785 1.110  -0.05
C19 3.901 -0.298 0.957  -0.09
C20 3.053 -0.663 1.986  -0.28
C21 3.085 0.006 3.195  -0.07
C22 3.952 1.070 3.365  -0.03
S1 1.820 -1.928 1.680  0.56
O3 1.294 -2.379 2.949  -0.36
O4 2.444 -2.930 0.848  -0.33
N4 0.714 -1.205 0.763  -0.14
C23 -0.275 -0.514 1.232  -0.70
S2 -0.434 -0.045 2.942  1.01
C24 -1.910 0.784 2.537  -0.43
C25 -2.181 0.657 1.225  -0.27
N5 -1.276 -0.061 0.507  -0.07
H15 5.916 3.012 1.619  0.08
H16 5.403 3.201 3.217  0.08
H17 5.381 1.105 0.297  0.11
H18 3.887 -0.878 0.046  0.11
H19 2.425 -0.318 3.985  0.10
H20 3.993 1.600 4.305  0.11
H21 -2.466 1.291 3.299  0.04
H22 -3.032 1.060 0.704  0.10

---

(6)
Molecular formula: C25H22NO6S2Zr
Method: DFT, ωB97M-V with the def2-TZVPD basis set

* relative energy (zero: lowest compared OMol25 entry of this formula, charge and spin): 15.5 kcal per mole
* total charge: +1
* Kohn-Sham gap: 7.612 eV
* total energy: -63006.45490 eV

Last column: Löwdin charge in e.
Cartesian coordinates (Å):
Zr1 -0.412 0.536 0.249  1.70
O1 -2.561 -1.841 2.383  0.15
C1 -1.963 -0.825 2.172  -0.54
O2 -0.748 -0.749 1.628  -0.26
C2 -2.469 0.554 2.656  -0.06
C3 -1.245 1.363 3.160  -0.23
C4 -1.711 2.472 4.094  -0.08
C5 -2.380 3.445 3.098  -0.07
C6 -2.130 2.761 1.757  -0.22
O3 -0.847 2.079 1.946  -0.19
C7 -3.027 1.524 1.541  -0.05
C8 -2.650 0.980 0.152  -0.60
O4 -2.661 -0.243 -0.081  0.04
O5 -1.945 1.749 -0.590  -0.09
H1 -3.207 0.376 3.432  0.16
H2 -0.422 0.760 3.526  0.16
H3 -0.868 2.933 4.605  0.13
H4 -2.399 2.090 4.844  0.13
H5 -1.899 4.420 3.111  0.12
H6 -3.444 3.584 3.280  0.13
H7 -2.076 3.427 0.907  0.16
H8 -4.094 1.714 1.633  0.17
S1 1.914 0.704 1.366  0.70
C9 1.982 2.027 0.254  -0.73
C10 3.089 2.859 0.065  -0.07
C11 3.011 3.867 -0.870  -0.03
C12 1.834 4.041 -1.604  -0.05
C13 0.777 3.200 -1.359  -0.10
N1 0.843 2.211 -0.452  -0.13
H9 3.974 2.690 0.662  0.11
H10 3.856 4.522 -1.036  0.12
H11 1.748 4.822 -2.345  0.11
H12 -0.165 3.303 -1.883  0.12
O6 -0.136 -0.183 -1.607  -0.64
S2 -0.662 -1.578 -2.025  1.18
C14 0.600 -2.119 -3.192  -0.37
C15 0.481 -3.375 -3.767  -0.07
C16 1.478 -3.816 -4.620  -0.05
C17 2.568 -3.000 -4.896  -0.05
C18 2.655 -1.732 -4.338  -0.05
C19 1.663 -1.281 -3.480  -0.07
C20 -0.111 -2.569 -0.630  -0.40
C21 1.134 -2.265 -0.082  -0.14
C22 1.541 -2.938 1.055  -0.06
C23 0.717 -3.904 1.619  -0.03
C24 -0.516 -4.201 1.054  -0.04
C25 -0.943 -3.526 -0.079  -0.06
H13 -0.375 -4.003 -3.547  0.12
H14 1.405 -4.796 -5.070  0.12
H15 3.351 -3.355 -5.552  0.11
H16 3.493 -1.089 -4.571  0.11
H17 1.705 -0.292 -3.043  0.11
H18 1.795 -1.552 -0.555  0.09
H19 2.497 -2.697 1.501  0.12
H20 1.033 -4.423 2.514  0.12
H21 -1.156 -4.941 1.513  0.12
H22 -1.919 -3.721 -0.506  0.13

---

Number 3 is which compound? C25H22I2N7OSeSn